23
Properties=species:S:1:pos:R:3:forces:R:3 method="wB97M-V/def2-TZVPD" de_lowest_kcal_mol=96.8 homo_ev=-9.666 gap_ev=10.318 e_tot_ha=-442.47493
C 0.438 1.355 1.511 0.07 0.08 0.16
C 0.553 0.585 0.194 0.04 -0.15 0.08
C 0.656 1.618 -0.930 -0.07 0.12 -0.17
C 1.508 -0.660 0.135 0.17 0.04 0.05
C 0.508 -1.433 1.039 0.16 0.00 0.19
C -0.358 -0.681 -0.009 0.33 0.51 2.36
C 0.670 -1.200 -1.056 -0.21 -0.22 -0.50
C -1.848 -0.717 -0.049 -0.67 -0.35 -5.37
N -2.551 0.105 -0.794 0.69 1.52 1.95
H 0.611 0.757 2.411 -0.06 0.12 -0.23
H 1.173 2.174 1.520 -0.18 -0.19 0.00
H -0.558 1.814 1.597 0.22 -0.09 -0.03
H 1.669 2.048 -0.938 -0.24 -0.08 -0.01
H 0.441 1.236 -1.933 0.08 0.05 0.24
H -0.042 2.450 -0.752 0.16 -0.20 0.00
H 2.602 -0.644 0.221 -0.31 -0.03 -0.10
H 0.522 -2.525 0.939 -0.02 0.30 -0.02
H 0.411 -1.141 2.089 0.03 -0.05 -0.28
H 0.723 -0.687 -2.020 -0.01 -0.09 0.28
H 0.684 -2.289 -1.197 -0.04 0.30 0.10
O -2.385 -1.899 -0.245 -2.09 -0.29 -0.95
H -2.238 1.066 -0.701 -0.07 0.27 -0.45
H -3.190 -1.332 -1.030 2.03 -1.59 2.71

***

23
Properties=species:S:1:pos:R:3:forces:R:3 method="wB97M-V/def2-TZVPD" de_lowest_kcal_mol=18.8 homo_ev=-9.605 smiles="N#C[C@@H]1CC=CCCC1.O" gap_ev=10.282 e_tot_ha=-442.59927
N 1.143 0.127 1.224 -1.38 1.37 -0.79
C 0.444 0.953 0.791 1.79 -0.71 0.84
C -0.260 2.170 0.339 -0.46 -0.23 -0.01
C 0.639 3.418 0.432 0.01 0.07 0.12
C 1.891 3.431 -0.443 0.28 -0.06 0.08
C 1.638 3.431 -1.956 -0.03 0.14 -0.08
C 1.145 2.122 -2.519 -0.48 -0.40 0.01
C 0.035 1.481 -2.128 0.53 0.07 -0.25
C -0.903 1.964 -1.051 -0.15 0.14 -0.03
H -1.082 2.314 1.057 0.17 0.00 -0.15
H 0.004 4.278 0.168 0.11 -0.19 0.04
H 0.933 3.557 1.482 -0.06 -0.06 -0.23
H 2.455 4.340 -0.191 -0.12 -0.19 -0.03
H 2.542 2.582 -0.181 -0.19 0.17 -0.05
H 0.910 4.228 -2.191 0.14 -0.16 0.03
H 2.568 3.708 -2.468 -0.20 -0.04 0.12
H 1.736 1.671 -3.321 -0.16 0.12 0.25
H -0.219 0.536 -2.613 0.08 0.27 0.15
H -1.746 1.268 -0.957 0.21 0.12 0.00
H -1.336 2.937 -1.337 0.07 -0.21 0.04
O -0.704 -2.078 1.028 1.03 -0.06 0.66
H -1.340 -1.366 1.176 0.50 -0.11 0.16
H 0.150 -1.831 1.493 -1.70 -0.05 -0.88

***

24
Properties=species:S:1:pos:R:3:forces:R:3 method="wB97M-V/def2-TZVPD" de_lowest_kcal_mol=21.0 homo_ev=-7.464 gap_ev=6.774 e_tot_ha=-656.73078
C -0.858 1.631 -2.075 0.43 0.42 0.58
C 0.505 1.486 -2.409 0.31 0.36 0.55
C 1.262 2.425 -1.608 -0.37 -0.59 -0.07
C 0.317 3.140 -0.778 -0.42 -1.00 -0.26
C -0.976 2.630 -1.064 0.60 -0.20 -0.36
Sn 1.568 0.706 0.355 -0.48 0.20 -0.81
N -0.882 -2.522 0.584 -0.85 2.90 1.97
C -0.790 -3.711 0.032 1.74 -3.35 -1.60
C 0.443 -2.784 -0.062 -2.74 -0.20 0.64
H 2.332 2.649 -1.693 -0.51 -0.02 -0.12
H 0.883 0.794 -3.163 0.04 0.35 0.28
H 0.545 3.960 -0.115 0.04 0.03 0.03
H -1.913 2.983 -0.650 0.18 -0.04 0.06
H -1.686 1.110 -2.556 0.27 0.09 0.25
H 0.692 -2.477 -1.070 -0.18 0.55 0.06
H -1.274 -3.836 -0.939 -0.08 -0.63 -0.03
H -1.819 -2.194 0.872 1.73 1.38 -0.74
H 1.229 -2.898 0.656 0.36 -0.08 0.14
H -0.753 -4.557 0.717 0.06 -0.50 -0.43
C 0.223 0.266 3.297 -0.30 0.06 0.37
O 0.823 0.845 2.154 -0.41 0.00 0.41
H -0.811 0.616 3.454 0.24 0.04 -0.36
H 0.763 0.573 4.202 0.12 -0.05 -0.23
H 0.178 -0.836 3.292 0.21 0.29 -0.32

***

23
Properties=species:S:1:pos:R:3:forces:R:3 method="wB97M-V/def2-TZVPD" de_lowest_kcal_mol=0.0 charge=+1 homo_ev=-12.163 smiles=C[C@@H]([NH3+])c1ccccc1P gap_ev=8.422 e_tot_ha=-708.44321
C 1.334 1.568 1.578 1.26 0.08 -0.73
C 1.421 2.550 0.545 -0.71 -0.40 1.30
C 0.736 0.365 1.288 -1.22 -0.40 -0.07
C 0.772 2.321 -0.679 0.78 -0.21 1.57
C 0.002 0.133 0.089 1.45 0.41 0.35
C 0.098 1.096 -0.880 -0.37 1.19 -1.66
C 0.297 -2.422 0.044 -1.01 1.09 -1.53
C -0.693 -1.164 -0.190 1.48 -1.11 1.24
N -1.871 -1.209 0.803 -2.47 -0.77 -0.37
P -0.864 0.924 -2.457 -0.24 0.89 -0.03
H 1.931 1.639 2.524 -0.86 0.26 -1.02
H 1.920 3.469 0.892 -0.24 -0.29 -1.03
H 0.768 -0.393 2.052 0.01 -0.35 0.19
H 0.822 3.078 -1.444 -0.07 -0.03 -0.19
H 0.512 -2.925 -0.937 0.28 1.01 0.77
H 1.179 -2.136 0.613 -0.03 -0.10 -0.31
H -0.218 -3.201 0.534 -0.70 -0.91 1.06
H -1.143 -1.302 -1.180 0.04 0.53 0.42
H -2.380 -2.161 0.498 0.76 2.78 1.45
H -2.558 -0.299 0.683 2.06 -2.94 0.27
H -1.571 -1.255 1.833 -0.45 0.02 -1.88
H -0.464 -0.347 -2.851 0.44 -0.34 -0.27
H -0.031 1.671 -3.357 -0.18 -0.41 0.48